1.
# C14H26CaCl7FKMgN5O10PS

A molecular structure, C14H26CaCl7FKMgN5O10PS (wB97M-V/def2-TZVPD, the Open Molecules 2025 dataset).

XYZ file:
```
68
Properties=species:S:1:pos:R:3:lowdin_charge:R:1
C -1.65618 6.63792 -1.02846 -0.1033
C -0.17901 6.10514 -1.34393 -0.2538
C 0.07967 4.54645 -0.85594 -0.5750
Cl 0.03813 4.37860 1.00144 0.2280
C 1.44899 3.95219 -1.55351 -0.0371
C 2.83723 4.75531 -1.77525 -0.0762
F 2.97542 6.16830 -1.31977 -0.1625
C 4.05419 4.08814 -2.43643 0.0360
N 3.95082 2.75673 -2.89889 0.0593
N 2.80051 2.09941 -2.70863 0.0107
C 1.54848 2.45299 -2.12561 0.0074
C 0.31757 1.39341 -2.03499 -0.0643
C 0.78234 0.03317 -1.20922 -0.1738
C 0.87199 0.16800 0.36281 -0.1741
C 2.25127 -0.40849 0.93454 -0.2472
N 3.49381 0.14082 0.30993 -0.1080
H -2.17596 6.07861 -0.17092 0.0752
H -1.56479 7.73197 -0.67173 0.0842
H -2.29745 6.68652 -1.98127 0.0967
H -0.01172 6.09241 -2.49219 0.1034
H 0.55816 6.84359 -0.80441 0.0887
H -0.80118 3.95049 -1.29374 0.1307
H 5.00916 4.68867 -2.55011 0.1437
H 2.81440 1.12031 -3.06622 0.1405
H 0.01517 1.03160 -3.08632 0.1397
H -0.55293 1.85912 -1.47045 0.1152
H 1.85821 -0.21734 -1.54962 0.0640
H 0.11770 -0.84472 -1.51617 0.1314
H 0.66938 1.23621 0.70673 0.0900
H 0.03550 -0.47104 0.84284 0.1170
H 2.34100 -1.54455 0.91296 0.1194
H 2.28889 -0.10513 2.04661 0.1189
H 3.31448 0.90871 -0.34948 0.0014
H 4.03693 -0.57450 -0.19380 -0.2271
Cl 3.15442 2.95651 1.91353 -0.2461
K 1.94396 5.34214 0.38929 0.4262
O -1.13339 -4.47316 2.83318 -0.1834
P -0.02567 -3.52371 2.36863 -0.1144
O 0.06423 -3.56192 0.83903 -0.2257
O 1.31728 -3.95584 2.96603 -0.1953
O -0.34999 -2.09879 2.82952 -0.2049
Mg -0.31453 5.16778 3.51740 0.5678
O -0.79942 5.60286 -4.77807 -0.5198
H 0.11501 5.39828 -4.96871 -0.2024
Ca 5.46970 -0.91453 -1.19309 0.7780
C 6.19634 5.34704 3.20090 -0.7127
O 5.32010 6.08786 3.62445 0.0053
N 5.94185 4.09699 2.74717 0.1205
N 7.50392 5.71709 3.14901 0.1331
H 6.64812 3.47677 2.39591 0.0855
H 4.97534 3.78127 2.76920 -0.0770
H 7.73291 6.64058 3.47789 0.0988
H 8.23860 5.12631 2.80584 0.0860
C -3.53657 -7.11690 3.63276 -1.5383
Cl -4.87360 -7.97320 2.85178 0.5443
Cl -4.14601 -5.98522 4.84865 0.5072
Cl -2.40556 -8.26535 4.36470 0.5045
H -3.00308 -6.54742 2.87335 0.0023
O -7.77317 -9.02974 1.35078 -0.1973
S -7.16596 -10.12060 0.57304 0.2592
O -6.75317 -11.20431 1.47755 -0.1672
O -5.98635 -9.60924 -0.14192 -0.1791
O -8.14852 -10.63675 -0.39221 -0.2213
C -9.93289 -10.49679 -3.15832 -1.0291
Cl -9.26318 -9.50059 -4.45703 0.4897
Cl -10.62372 -11.99579 -3.79506 0.4826
H -9.13893 -10.74317 -2.45534 -0.0070
H -10.71464 -9.93549 -2.64949 0.0307
```

- Largest force on an atom: 8.10 eV/Å
- Net charge: -1
- Total energy: -7112.896570 Eh

=====

2.
# C14H26Cl4NO4

3 unconnected molecules or ions with the total composition C14H26Cl4NO4 (wB97M-V/def2-TZVPD, the Open Molecules 2025 dataset).

XYZ file:
```
49
Properties=species:S:1:pos:R:3:lowdin_charge:R:1
C 2.61484 -1.31487 0.34303 -0.0180
C 2.85260 -1.20576 -1.30213 -0.2697
O 2.89931 -2.33197 -2.06404 -0.0459
O 2.99336 0.16881 -1.88215 -0.1400
C 1.59498 0.56956 -2.18147 -0.1981
C 1.28817 2.16588 -1.96988 -0.1646
C 0.90879 2.60074 -0.43572 -0.2185
C -0.36499 1.74735 0.21040 -0.2028
C -1.82737 2.23046 -0.34211 -0.1904
C -2.43058 1.37622 -1.59833 -0.2364
N -1.69266 0.10323 -1.93915 -0.1144
C -2.42476 -1.14312 -1.49287 -0.1648
C -1.85743 -1.66211 -0.00768 -0.4368
O -2.36270 -1.16622 1.13729 -0.1809
O -0.77428 -2.65362 0.09712 -0.2932
H 1.48821 -1.07157 0.61410 0.0819
H 3.26384 -0.46458 0.85136 0.0890
H 2.83588 -2.39131 0.76856 0.0995
H 0.90762 -0.15291 -1.56341 0.1052
H 1.37962 0.32378 -3.32758 0.1369
H 2.30186 2.73864 -2.23447 0.1186
H 0.49619 2.55428 -2.74405 0.1092
H 0.56635 3.74072 -0.44281 0.0983
H 1.84088 2.54534 0.27018 0.0758
H -0.34564 2.01503 1.37426 0.0761
H -0.18986 0.57207 0.17504 0.0955
H -1.78008 3.39728 -0.58895 0.1044
H -2.59792 2.12520 0.56164 0.1121
H -2.43515 2.06831 -2.56021 0.1091
H -3.56681 1.11725 -1.38876 0.1108
H -1.56260 0.03414 -2.98754 0.1081
H -3.59207 -1.06206 -1.49175 0.1063
H -2.15445 -1.99449 -2.28442 0.1220
Cl -1.59607 -7.62866 2.25074 0.5073
C -0.85994 -7.03531 0.74087 -0.6659
C -1.71976 -5.98378 0.05737 -0.6684
Cl -3.22734 -6.67003 -0.59714 0.5056
H -0.68050 -7.89539 0.08902 0.0621
H 0.10926 -6.60429 1.01025 0.0740
H -1.17640 -5.55123 -0.78786 0.0728
H -1.98583 -5.17237 0.74268 0.0677
Cl 1.42477 2.53185 3.60575 0.5651
C 1.64428 4.24620 4.03760 -0.6633
C 1.47175 5.16676 2.83970 -0.6574
Cl 2.79222 4.98690 1.65813 0.5444
H 2.63253 4.35834 4.49328 0.0654
H 0.89106 4.47959 4.79646 0.0694
H 1.48160 6.21020 3.16817 0.0672
H 0.52520 4.98153 2.32146 0.0695
```

- Largest force on an atom: 9.21 eV/Å
- Net charge: -1
- Total energy: -2745.360873 Eh

=====

3.
# C14H26Cl6O12

6 unconnected molecules or ions with the total composition C14H26Cl6O12 (wB97M-V/def2-TZVPD, the Open Molecules 2025 dataset).

XYZ file:
```
58
Properties=species:S:1:pos:R:3:lowdin_charge:R:1
C -11.27682 -2.45680 0.55278 -0.0669
O -11.11231 -3.79012 0.24572 0.0135
C -10.15678 -4.58590 0.66996 -0.5024
O -10.07901 -5.77160 0.28306 0.0927
O -9.15870 -3.86500 1.33460 -0.0476
C -8.03017 -4.57449 1.77495 -0.1641
H -10.74839 -1.84942 -0.18202 0.1040
H -10.92458 -2.18148 1.54689 0.0959
H -12.34881 -2.26867 0.61234 0.0998
H -8.31557 -5.22276 2.60345 0.0677
H -7.30856 -3.89176 2.22356 0.0836
H -7.57668 -5.21357 1.01731 0.0336
C -4.42814 -15.81667 -2.05123 -0.0639
O -4.59824 -14.41780 -1.94325 -0.0418
C -5.52792 -13.92245 -1.02698 -0.5045
O -6.26242 -14.63025 -0.34767 0.0987
O -5.54255 -12.57291 -1.13687 -0.0151
C -6.35856 -11.79385 -0.27173 -0.0443
H -4.97842 -16.38783 -1.30352 0.0947
H -3.36542 -16.03183 -1.93961 0.0810
H -4.61256 -16.09758 -3.08814 0.0922
H -5.72479 -11.24344 0.42361 0.0492
H -6.89809 -12.44779 0.41336 0.0945
H -6.99555 -11.11971 -0.84434 0.0997
C -2.32652 -10.38438 2.55123 -0.0834
O -1.54398 -11.15604 1.70926 0.0404
C -1.96853 -12.06235 0.91879 -0.5583
O -3.08922 -12.59566 0.93602 0.1042
O -0.97929 -12.44631 0.05127 -0.0097
C -1.33719 -13.09261 -1.11027 -0.0785
H -1.74660 -9.83159 3.29030 0.0887
H -2.85904 -11.07696 3.20305 0.0964
H -3.04332 -9.74076 2.04129 0.0466
H -1.74503 -12.36870 -1.81576 0.1048
H -2.00026 -13.94676 -0.97284 0.0848
H -0.39700 -13.40949 -1.56164 0.0966
C -4.94693 -10.28129 7.27758 -0.0568
O -6.18740 -10.71709 7.90574 -0.0306
C -7.28000 -9.84348 7.99577 -0.4338
O -7.29355 -8.68947 7.46706 0.0594
O -8.26373 -10.38144 8.79707 -0.0230
C -9.51259 -9.77984 8.90415 -0.0738
H -5.01588 -10.01736 6.22227 0.0162
H -4.11229 -10.97890 7.34685 0.0918
H -4.58145 -9.38940 7.78657 0.0918
H -10.06569 -10.07262 8.01171 0.0992
H -9.48653 -8.69024 8.88993 0.0935
H -10.03175 -10.11993 9.80021 0.0978
Cl -5.80382 -6.14373 3.41361 0.5717
C -4.79237 -7.55557 2.94954 -1.4740
Cl -5.57967 -8.72650 1.85603 0.5614
Cl -4.25747 -8.44512 4.37762 0.6024
H -3.94837 -7.10031 2.43134 -0.0132
Cl -3.94621 -4.90864 0.46231 0.5120
C -4.64171 -3.99453 -0.91028 -1.4474
Cl -4.29466 -2.22218 -0.63189 0.4742
Cl -6.38230 -4.24933 -1.10060 0.5814
H -4.18439 -4.31792 -1.84536 0.0174
```

- Largest force on an atom: 4.98 eV/Å
- ΔE to the lowest compared entry with this formula, charge and spin: 1.6485 eV
- Net charge: 0
- Total energy: -4212.998322 Eh

=====

4.
# C14H26Cl6O3

5 unconnected molecules or ions with the total composition C14H26Cl6O3 (wB97M-V/def2-TZVPD, the Open Molecules 2025 dataset).

XYZ file:
```
49
Properties=species:S:1:pos:R:3:lowdin_charge:R:1
Cl -0.25168 -0.67100 -0.76753 0.6015
C 0.73267 -1.11504 -2.15986 -1.5384
Cl -0.21086 -2.13841 -3.27182 0.5104
Cl 2.24193 -1.93697 -1.70841 0.5277
H 1.04971 -0.21933 -2.69399 -0.0513
Cl 2.38194 -0.13246 -5.01193 0.5647
C 3.87778 -0.73963 -5.70355 -1.4877
Cl 3.77413 -2.49769 -5.76559 0.5232
Cl 5.30361 -0.27337 -4.67621 0.4784
H 4.10455 -0.38710 -6.70973 0.0209
C 0.36226 -3.03160 2.44160 -0.2003
C -0.73893 -2.85479 3.43811 -0.1600
C -0.37693 -1.46037 4.01555 -0.1654
O 1.02461 -1.35280 3.73125 -0.1452
C 1.55411 -2.54429 3.18424 -0.2108
H 0.20435 -2.58624 1.45935 0.0861
H 0.46077 -4.09918 2.24491 0.1157
H -0.56840 -3.57260 4.24046 0.1116
H -1.71521 -3.02366 2.98373 0.1001
H -0.59849 -1.37122 5.07906 0.1169
H -0.94448 -0.75146 3.41269 0.0861
H 1.90402 -3.16090 4.01215 0.1176
H 2.48336 -2.31161 2.66419 0.1234
C 1.26866 3.86070 -1.37029 -0.1716
C 2.74112 3.77736 -1.54988 -0.1964
C 2.98873 2.44311 -2.15551 -0.1828
O 2.04594 1.67158 -1.37027 -0.2006
C 0.85106 2.42071 -1.12651 -0.2227
H 0.69193 4.21768 -2.22355 0.1134
H 1.02409 4.56573 -0.57580 0.1139
H 3.30181 3.88656 -0.62155 0.1231
H 3.18152 4.55857 -2.16945 0.1172
H 4.00156 2.04138 -2.18551 0.1225
H 2.62841 2.31549 -3.17629 0.0954
H 0.63148 2.26927 -0.06965 0.1132
H 0.04194 2.05005 -1.75582 0.0985
C -4.01818 1.25986 1.39935 -0.1420
C -2.92550 0.18931 1.57762 -0.1680
C -3.53626 -1.11595 1.05724 -0.1883
O -4.94147 -0.89558 1.19607 -0.1417
C -5.22812 0.44580 0.87810 -0.2108
H -3.80106 2.10626 0.74776 0.1031
H -4.29853 1.69949 2.35655 0.1025
H -2.66394 0.09922 2.63193 0.0875
H -1.93093 0.39661 1.18271 0.0661
H -3.31867 -2.03385 1.60333 0.1076
H -3.28936 -1.32536 0.01643 0.1039
H -6.13223 0.66661 1.44548 0.1185
H -5.36892 0.66103 -0.18113 0.1131
```

- Largest force on an atom: 2.86 eV/Å
- ΔE to the lowest compared entry with this formula, charge and spin: 0.5227 eV
- Net charge: 0
- Total energy: -3535.809190 Eh

=====

Which of these has the highest total energy? C14H26Cl4NO4

=====

Look up the largest force on an atom of the second one. 9.21 eV/Å

=====

What is the net charge in the second record? -1

=====

What is the net charge in the fourth record? 0